Entry 1:
This record from the Open Molecules 2025 dataset describes 2 unconnected molecules or ions with the total composition C4H10NO2 at a distorted geometry. The level of theory is the ωB97M-V functional and the def2-TZVPD basis.

Positions of all 17 atoms, in Å:
O  -2.29  0.60  -0.33
O  -1.27  -0.54  1.09
N  1.58  -0.17  1.35
C  0.86  0.39  -1.05
C  -1.34  -0.11  -0.17
C  -0.32  -0.56  -1.19
C  2.05  0.06  -0.07
H  -0.42  -0.62  1.38
H  0.56  2.35  -0.09
H  1.20  0.98  -1.88
H  -0.10  -1.55  -0.78
H  1.61  0.68  1.83
H  2.60  1.00  -0.01
H  2.75  -0.66  -0.52
H  0.41  1.34  -0.34
H  2.04  -0.85  1.93
H  -0.75  -0.73  -2.20

Its total energy is -363.186936 Ha. For the LUMO energy, the calculation gives -8.38 eV. As for the charge: +1. As for the energy relative to the best compared isomer or geometry (same formula, charge and spin): 156.1 kcal/mol. The HOMO energy comes out at -14.60 eV. The value obtained for the HOMO-LUMO gap is 6.216 eV.


Entry 2:
This record from the Open Molecules 2025 dataset describes 2 unconnected molecules or ions with the total composition C4H10NO3 at a distorted geometry. The level of theory is the ωB97M-V functional and the def2-TZVPD basis.

Positions of all 18 atoms, in Å:
O  0.02  0.32  -2.23
O  -0.28  2.21  -3.70
O  -2.28  -1.31  1.67
N  0.71  0.13  0.11
C  0.60  -0.45  -1.34
C  -0.04  -0.59  1.11
C  0.57  -0.29  2.48
C  -1.57  -0.52  1.11
H  1.71  -0.62  -1.44
H  0.19  0.67  2.83
H  0.27  -1.53  -1.28
H  1.64  -0.15  2.38
H  0.13  -1.73  0.87
H  0.39  -1.15  3.09
H  0.02  2.17  -2.73
H  -0.53  1.28  -3.79
H  0.47  1.14  0.17
H  -2.01  0.43  0.71

Its total energy is -438.857217 Ha. For the LUMO energy, the calculation gives 3.66 eV. As for the charge: -1. As for the energy relative to the best compared isomer or geometry (same formula, charge and spin): 80.3 kcal/mol. The HOMO energy comes out at -3.31 eV. The value obtained for the HOMO-LUMO gap is 6.979 eV.


Entry 3:
This record from the Open Molecules 2025 dataset describes 2 unconnected molecules or ions with the total composition C4H10NO3. The level of theory is the ωB97M-V functional and the def2-TZVPD basis.

Positions of all 18 atoms, in Å:
O  0.95  -1.24  2.01
O  3.26  1.08  0.09
O  1.38  -0.81  -0.15
N  -0.98  1.03  0.10
C  0.64  -0.83  0.87
C  -0.28  1.34  -1.13
C  -0.81  -0.32  0.70
C  -1.59  -1.42  -0.03
H  -1.16  -0.22  1.72
H  3.49  0.83  1.00
H  0.52  0.64  -1.28
H  -1.91  -2.18  0.68
H  -1.98  1.12  -0.02
H  -0.93  1.28  -2.02
H  -2.49  -1.02  -0.51
H  0.18  2.33  -1.10
H  -0.97  -1.89  -0.79
H  2.68  0.30  -0.14

Its total energy is -438.946314 Ha. For the LUMO energy, the calculation gives 4.01 eV. As for the charge: -1. As for the energy relative to the best compared isomer or geometry (same formula, charge and spin): 24.4 kcal/mol. The HOMO energy comes out at -4.52 eV. The value obtained for the HOMO-LUMO gap is 8.535 eV.


Entry 4:
This record from the Open Molecules 2025 dataset describes 2 unconnected molecules or ions with the total composition C4H10NO3 at a distorted geometry. The level of theory is the ωB97M-V functional and the def2-TZVPD basis.

Positions of all 18 atoms, in Å:
O  -1.33  -1.34  -1.87
O  -1.43  0.29  -3.47
O  0.44  0.20  -0.31
N  -0.29  1.01  2.74
C  2.10  0.35  2.93
C  0.63  -0.40  0.96
C  -0.99  -0.92  -2.93
C  1.03  0.68  1.96
H  -0.24  -1.43  -3.56
H  1.86  0.13  3.96
H  1.43  -1.16  0.78
H  -0.26  -0.91  1.35
H  -0.43  1.97  3.04
H  0.07  0.50  3.54
H  1.24  1.52  1.30
H  3.10  0.73  2.75
H  -0.09  -0.34  -0.91
H  -2.22  -0.36  -3.60

Its total energy is -438.727039 Ha. Its multiplicity is 2. For the LUMO energy (alpha / beta), the calculation gives 0.51 / 0.12 eV. As for the charge: 0. As for the energy relative to the best compared isomer or geometry (same formula, charge and spin): 75.6 kcal/mol. The HOMO energy (alpha / beta) comes out at -8.37 / -9.35 eV. The value obtained for the HOMO-LUMO gap (alpha / beta) is 8.884 / 9.471 eV.


Entry 5:
This record from the Open Molecules 2025 dataset describes 2 unconnected molecules or ions with the total composition C4H10NOP at a distorted geometry. The level of theory is the ωB97M-V functional and the def2-TZVPD basis.

Positions of all 17 atoms, in Å:
P  -0.76  -1.44  0.55
O  2.19  0.71  0.69
N  -1.05  0.17  0.30
C  -0.96  0.95  1.46
C  2.59  -0.20  0.02
C  -0.22  -2.10  -0.90
C  -1.14  0.86  -0.96
H  -0.12  1.51  1.58
H  0.11  -1.46  -1.78
H  -1.85  0.47  -1.54
H  -0.22  0.93  -1.46
H  0.06  -3.07  -0.86
H  3.73  -0.19  -0.06
H  -1.90  1.48  1.62
H  -1.38  2.02  -0.79
H  2.01  -1.04  -0.28
H  -1.07  0.40  2.42

Its total energy is -629.640131 Ha. As for the SMILES: C=PN(C)C.C=O. For the LUMO energy, the calculation gives 0.81 eV. As for the charge: 0. As for the energy relative to the best compared isomer or geometry (same formula, charge and spin): 82.7 kcal/mol. The HOMO energy comes out at -8.16 eV. The value obtained for the HOMO-LUMO gap is 8.969 eV.


Entry 6:
This record from the Open Molecules 2025 dataset describes 2 unconnected molecules or ions with the total composition C4H10NS at a distorted geometry. The level of theory is the ωB97M-V functional and the def2-TZVPD basis.

Positions of all 16 atoms, in Å:
S  0.85  1.31  -0.45
N  0.84  -1.61  -1.43
C  2.28  0.21  -0.56
C  -3.15  1.64  1.59
C  1.87  -1.26  -0.47
C  -2.64  0.50  1.08
H  1.22  -1.69  -2.36
H  -4.20  1.79  1.84
H  -1.65  0.49  0.54
H  2.75  -1.93  -0.60
H  2.80  0.40  -1.53
H  -3.18  -0.43  1.24
H  0.15  -0.84  -1.43
H  3.03  0.39  0.21
H  -2.44  2.47  1.76
H  1.48  -1.43  0.56

Its total energy is -611.330904 Ha. For the LUMO energy, the calculation gives 4.00 eV. As for the charge: -1. As for the energy relative to the best compared isomer or geometry (same formula, charge and spin): 21.9 kcal/mol. The HOMO energy comes out at -2.52 eV. The value obtained for the HOMO-LUMO gap is 6.521 eV.


Entry 7:
This record from the Open Molecules 2025 dataset describes a gas-phase ion, C4H10NS (charge +1) at a distorted geometry. The level of theory is the ωB97M-V functional and the def2-TZVPD basis.

Positions of all 16 atoms, in Å:
S  2.68  -0.71  -0.08
N  0.23  0.36  -0.53
C  1.22  0.15  0.45
C  -1.23  0.12  -0.09
C  0.95  1.51  -0.04
C  -1.65  -1.28  -0.13
H  3.31  -0.02  0.87
H  -1.77  0.84  -0.67
H  0.81  -0.32  1.30
H  -1.06  -1.86  0.59
H  1.68  1.72  -0.80
H  0.29  2.23  0.54
H  -2.70  -1.30  0.21
H  -1.28  0.41  0.96
H  0.27  0.01  -1.58
H  -1.74  -1.88  -1.01

Its total energy is -611.025872 Ha. As for the SMILES: CC[N@H+]1C[C@@H]1S. For the LUMO energy, the calculation gives -3.34 eV. As for the charge: +1. As for the energy relative to the best compared isomer or geometry (same formula, charge and spin): 48.5 kcal/mol. The HOMO energy comes out at -13.99 eV. The value obtained for the HOMO-LUMO gap is 10.648 eV.


Entry 8:
This record from the Open Molecules 2025 dataset describes 2 unconnected molecules or ions with the total composition C4H10NS at a distorted geometry. The level of theory is the ωB97M-V functional and the def2-TZVPD basis.

Positions of all 16 atoms, in Å:
S  -2.16  0.49  -0.87
N  0.82  0.84  0.28
C  1.75  -0.05  -0.40
C  -1.36  -1.41  1.04
C  -1.61  -0.07  0.51
C  1.45  1.29  -0.96
H  1.49  -1.10  -0.89
H  -1.53  0.85  1.16
H  2.66  -0.07  0.07
H  2.13  2.22  -0.81
H  -1.53  -2.10  0.25
H  0.91  1.51  -1.91
H  1.30  1.13  1.06
H  -1.96  -1.43  1.91
H  -0.26  -1.49  1.16
H  -2.12  -0.64  -1.59

Its total energy is -610.969161 Ha. For the LUMO energy (alpha / beta), the calculation gives -5.36 / -5.36 eV. As for the charge: +1. As for the energy relative to the best compared isomer or geometry (same formula, charge and spin): 84.1 kcal/mol. The HOMO energy (alpha / beta) comes out at -13.98 / -13.98 eV. The value obtained for the HOMO-LUMO gap (alpha / beta) is 8.618 / 8.618 eV.


Entry 9:
This record from the Open Molecules 2025 dataset describes a gas-phase ion, C4H10NS (charge +1) at a distorted geometry. The level of theory is the ωB97M-V functional and the def2-TZVPD basis.

Positions of all 16 atoms, in Å:
S  0.38  1.80  -1.96
N  -1.31  -0.09  -1.22
C  1.11  -0.08  1.53
C  -0.02  -1.02  1.25
C  -0.30  0.79  -0.55
C  0.71  -0.35  0.11
H  1.32  -0.86  -0.71
H  0.99  0.87  1.93
H  -2.20  0.29  -1.74
H  -1.05  -0.59  1.34
H  1.60  1.66  -1.37
H  -0.84  -0.78  -1.82
H  -0.04  -2.08  1.52
H  -1.74  -0.59  -0.35
H  -0.72  1.46  0.21
H  2.12  -0.44  1.83

Its total energy is -611.025174 Ha. As for the SMILES: [NH3+][C@H](S)C1CC1. For the LUMO energy, the calculation gives -3.69 eV. As for the charge: +1. As for the energy relative to the best compared isomer or geometry (same formula, charge and spin): 49.0 kcal/mol. The HOMO energy comes out at -13.89 eV. The value obtained for the HOMO-LUMO gap is 10.203 eV.


Entry 10:
This record from the Open Molecules 2025 dataset describes a molecular structure, C4H10NS at a distorted geometry. The level of theory is the ωB97M-V functional and the def2-TZVPD basis.

Positions of all 16 atoms, in Å:
S  -0.21  2.98  -2.19
N  1.22  0.44  -1.19
C  -0.24  -1.51  1.12
C  -0.83  -0.28  0.30
C  0.23  0.77  -0.02
C  -0.76  2.15  -0.95
H  0.61  -2.02  0.67
H  0.69  1.22  0.90
H  -1.22  -0.69  -0.70
H  -1.65  0.27  0.87
H  2.21  0.75  -1.03
H  -0.96  -2.38  1.30
H  1.07  -0.55  -1.35
H  0.05  -1.23  2.20
H  0.82  0.95  -2.07
H  -1.78  2.35  -0.65

Its total energy is -610.920592 Ha. Its multiplicity is 3. For the LUMO energy (alpha / beta), the calculation gives -3.55 / -7.07 eV. As for the charge: +1. As for the energy relative to the best compared isomer or geometry (same formula, charge and spin): 13.2 kcal/mol. The HOMO energy (alpha / beta) comes out at -11.22 / -15.09 eV. The value obtained for the HOMO-LUMO gap (alpha / beta) is 7.668 / 8.016 eV.


Entry 11:
This record from the Open Molecules 2025 dataset describes a gas-phase ion, C4H10NS2 (charge +1) at a distorted geometry. The level of theory is the ωB97M-V functional and the def2-TZVPD basis.

Positions of all 17 atoms, in Å:
S  0.30  -2.25  -0.93
S  1.27  0.71  -1.57
N  -0.18  -0.08  0.57
C  1.04  0.01  1.42
C  -0.87  1.26  0.67
C  -1.01  -1.08  -1.53
C  0.18  -0.40  -0.77
H  0.75  0.41  2.43
H  1.75  0.69  0.87
H  -0.05  1.92  0.23
H  1.73  -0.18  -2.38
H  1.59  -0.97  1.64
H  -1.09  1.64  1.66
H  -1.78  -1.12  -0.78
H  -1.22  -0.94  -2.58
H  -1.61  1.16  -0.01
H  -0.82  -0.78  1.07

Its total energy is -1009.208043 Ha. As for the SMILES: C[NH+](C)[C@]1(S)CS1. For the LUMO energy, the calculation gives -3.38 eV. As for the charge: +1. As for the energy relative to the best compared isomer or geometry (same formula, charge and spin): 36.4 kcal/mol. The HOMO energy comes out at -13.47 eV. The value obtained for the HOMO-LUMO gap is 10.090 eV.


Entry 12:
This record from the Open Molecules 2025 dataset describes a gas-phase ion, C4H10NS2 (charge +1) at a distorted geometry. The level of theory is the ωB97M-V functional and the def2-TZVPD basis.

Positions of all 17 atoms, in Å:
S  4.29  0.39  0.03
S  1.44  -0.83  -0.09
N  -0.39  0.55  1.17
C  -0.79  0.46  -1.27
C  2.68  0.59  -0.18
C  -1.19  -1.51  0.14
C  -0.37  -0.29  -0.07
H  -1.41  -1.95  -0.86
H  0.29  1.39  1.06
H  -2.11  -1.15  0.55
H  0.10  0.70  -1.74
H  -0.56  -2.12  0.86
H  -1.26  0.98  1.47
H  -1.42  -0.26  -1.83
H  -1.39  1.40  -1.12
H  -0.14  0.15  2.06
H  2.24  1.52  -0.19

Its total energy is -1009.213406 Ha. As for the SMILES: CC(C)([NH3+])SC=S. For the LUMO energy, the calculation gives -4.23 eV. As for the charge: +1. As for the energy relative to the best compared isomer or geometry (same formula, charge and spin): 33.0 kcal/mol. The HOMO energy comes out at -12.63 eV. The value obtained for the HOMO-LUMO gap is 8.396 eV.


Entry 13:
This record from the Open Molecules 2025 dataset describes a molecular structure, C4H10NS3 at a distorted geometry. The level of theory is the ωB97M-V functional and the def2-TZVPD basis.

Positions of all 18 atoms, in Å:
S  2.37  1.17  -0.11
S  -2.99  -0.01  0.83
S  0.24  -0.55  -1.47
N  2.82  -0.65  1.74
C  -2.59  0.24  -0.97
C  0.85  -1.01  0.27
C  2.12  -0.25  0.69
C  -1.15  0.68  -1.23
H  -2.03  0.86  1.23
H  1.29  0.82  -0.92
H  -0.06  -0.73  0.90
H  -0.86  1.44  -0.42
H  3.43  0.09  2.08
H  2.62  -1.40  2.34
H  -3.31  0.97  -1.45
H  -2.68  -0.67  -1.50
H  -1.07  1.05  -2.23
H  0.98  -2.04  0.23

Its total energy is -1407.432342 Ha. For the LUMO energy, the calculation gives -4.46 eV. As for the charge: +1. As for the energy relative to the best compared isomer or geometry (same formula, charge and spin): 0.0 kcal/mol. The HOMO energy comes out at -12.57 eV. The value obtained for the HOMO-LUMO gap is 8.107 eV.


Entry 14:
This record from the Open Molecules 2025 dataset describes a single C4H10O molecule. The level of theory is the ωB97M-V functional and the def2-TZVPD basis.

Positions of all 15 atoms, in Å:
O  -0.26  1.55  0.37
C  1.88  -0.07  0.25
C  0.67  -0.46  -0.61
C  -0.60  0.39  -0.38
C  -1.68  -0.41  0.34
H  0.42  -1.51  -0.42
H  -2.60  0.17  0.47
H  -1.07  2.04  0.54
H  -1.00  0.70  -1.36
H  -1.33  -0.72  1.33
H  2.23  0.93  0.01
H  1.64  -0.09  1.32
H  0.95  -0.40  -1.67
H  -1.94  -1.31  -0.23
H  2.69  -0.78  0.06

Its total energy is -233.633006 Ha. As for the SMILES: CC[C@@H](C)O. For the LUMO energy, the calculation gives 0.96 eV. As for the charge: 0. As for the energy relative to the best compared isomer or geometry (same formula, charge and spin): 7.5 kcal/mol. The HOMO energy comes out at -10.10 eV. The value obtained for the HOMO-LUMO gap is 11.058 eV.


Entry 15:
This record from the Open Molecules 2025 dataset describes 3 unconnected molecules or ions with the total composition C4H10O. The level of theory is the ωB97M-V functional and the def2-TZVPD basis.

Positions of all 15 atoms, in Å:
O  -1.32  -1.32  0.57
C  -0.20  -1.37  0.11
C  0.49  1.61  0.35
C  0.00  1.97  -0.84
C  1.02  -1.68  0.94
H  1.56  1.45  0.50
H  1.24  -2.75  0.85
H  -1.06  2.13  -0.98
H  -0.16  1.47  1.21
H  0.64  2.10  -1.71
H  -0.02  -1.20  -0.97
H  1.90  -1.13  0.58
H  -2.53  0.31  -1.57
H  -2.39  -0.16  -1.01
H  0.82  -1.44  1.99

Its total energy is -233.556478 Ha. As for the SMILES: [H][H].CC=O.C=C. For the LUMO energy, the calculation gives 1.10 eV. As for the charge: 0. As for the energy relative to the best compared isomer or geometry (same formula, charge and spin): 55.5 kcal/mol. The HOMO energy comes out at -9.89 eV. The value obtained for the HOMO-LUMO gap is 10.987 eV.